Molecular formula: C60H132N6O12
Method: DFT, ωB97M-V/def2-TZVPD

Geometry (Å):
C1 -3.292355 0.757197 2.766601
H1 6.890828 1.755616 -1.689470
H2 -0.594148 -3.158067 -1.555721
H3 -3.037717 3.242475 -7.000229
H4 5.070907 2.273199 2.168393
H5 -1.892734 4.893904 2.551920
C2 4.075457 2.702627 2.277825
H6 -1.021538 -7.571878 -4.172836
H7 -3.005661 1.128934 3.762607
H8 6.742076 4.554400 -1.569264
H9 5.122455 4.051406 4.441105
H10 0.476023 -4.760554 -0.676419
H11 -1.701087 5.450333 -5.809639
C3 0.900701 3.850686 -1.144440
H12 -4.282530 5.270775 -0.481274
H13 1.949420 -2.599584 -4.329494
H14 -5.926916 1.726584 3.283132
N1 -3.127715 2.991967 1.939905
C4 -2.315336 3.566806 -4.991543
C5 -3.557098 0.996580 -5.386921
H15 -6.541028 4.105528 3.176601
C6 2.894183 1.315332 -3.190976
H16 3.618067 3.136286 -1.054083
H17 -4.527214 3.614755 -0.553568
H18 -2.693701 5.301959 -3.605355
N2 -0.437212 -4.983324 -3.912819
H19 -0.926750 -6.844402 3.568787
C7 -1.712869 -7.022843 -3.618822
C8 -1.605647 -4.602575 4.991790
H20 1.571541 0.808515 0.344129
C9 -5.790300 3.738841 2.445836
H21 4.153792 -0.645546 -2.264885
C10 -2.277649 -3.610818 3.996255
H22 3.867549 -0.641030 -4.884784
C11 4.539234 -3.700566 0.635493
H23 6.364304 4.786996 -3.363579
C12 5.904150 2.048630 -1.302772
H24 -2.949673 -2.375741 1.835827
O1 1.680467 -1.529213 2.482693
C13 5.424178 -2.647799 0.239788
C14 0.398349 -3.853214 -3.412558
C15 -4.667528 4.815008 2.253951
H25 5.872421 -0.297292 -2.787355
H26 -0.674434 0.030358 -5.439226
C16 -2.862449 1.078344 -2.999446
H27 -2.430751 3.827607 -2.732444
H28 -3.752861 1.636506 -2.712437
H29 0.718252 0.967380 4.687710
H30 -3.959485 4.397513 -5.879296
H31 -1.825587 -4.865143 -1.012095
H32 2.982397 5.092989 4.115612
H33 -3.946059 -0.119647 2.855632
O2 -1.989801 2.500397 1.068044
O3 -0.488789 2.467698 -3.868309
H34 -1.186841 -3.775149 1.231196
C17 4.515837 3.204342 4.798573
H35 -0.532160 4.915616 -4.689870
H36 0.813686 1.674653 6.401971
H37 4.074369 3.398355 5.786095
H38 7.536762 3.597406 -2.712607
H39 -3.911953 4.057671 -3.553576
C18 0.009523 3.567961 4.558533
H40 -0.933676 2.777321 -3.040436
C19 -2.358450 1.044062 -4.431835
O4 3.107560 -3.386341 0.448006
C20 -1.083642 -5.806732 -2.894953
H41 2.113306 -3.855727 -2.091898
H42 -0.643493 -7.003631 -1.158115
H43 1.328143 2.950853 2.041356
C21 4.311182 1.004583 -3.477916
C22 4.197702 3.808032 -1.699990
H44 3.349021 1.415692 6.219116
C23 1.758977 3.827515 6.312828
H45 -2.542477 -6.704940 -4.327926
H46 -4.684940 2.713969 3.947750
H47 -3.274199 0.731118 -6.419224
O5 -0.514362 3.916678 -1.164206
H48 -1.995973 -8.293133 3.715441
H49 -2.669542 -4.306715 -2.432007
C24 -2.847865 4.197882 -3.652706
H50 -5.176514 2.241883 -6.151594
H51 4.021710 1.186340 -0.780419
O6 1.756447 -0.066184 -0.018099
H52 -4.343520 -8.238036 3.510394
H53 -4.058080 -7.994615 5.243220
H54 1.267538 4.808270 -1.571421
H55 4.036105 3.723649 1.893245
H56 -0.288460 -0.484061 0.024687
H57 -1.513035 -4.220911 6.026480
C25 -1.247070 4.551200 -5.460366
N3 5.143406 2.243886 -3.530517
C26 1.309096 1.643209 5.403226
H58 -4.273893 5.128462 3.211848
H59 -2.014153 -7.619501 2.303771
H60 -2.090431 -7.751356 -2.874102
H61 2.543182 0.000854 5.613016
H62 -5.377292 0.500198 1.324005
H63 -1.692087 -1.134631 -4.602745
C27 -3.524844 4.299292 1.337311
H64 -2.902499 -6.015400 -1.817084
H65 -1.637207 -2.683384 3.756912
H66 -2.177359 -6.545203 5.844082
C28 0.941776 -5.407828 -1.366644
C29 4.885555 0.113770 -2.399651
H67 -1.586338 -5.439699 1.064803
N4 -3.677955 -5.424352 3.023098
H68 1.699898 -5.945820 -0.712539
C30 -0.027747 -6.445913 -1.889806
H69 -0.760878 4.103420 -6.340031
H70 -0.644492 -4.993737 4.717280
H71 1.296307 3.069748 -1.804296
C31 -0.377978 -2.803740 -2.594136
H72 -4.807915 2.657798 -4.603824
C32 -1.482292 -4.684631 1.832943
H73 4.376787 0.705818 4.014434
H74 4.663490 -3.898349 1.740844
C33 -2.627515 -5.798372 5.220358
H75 -2.403152 0.466130 2.132377
C34 -4.200418 -7.451025 4.272655
H76 -4.177759 0.211549 -5.047873
H77 -1.285726 2.648092 1.745603
H78 4.672703 -0.964880 0.931009
H79 4.718354 -4.645041 0.129986
H80 -0.262991 -1.587357 2.128012
C35 -3.833319 4.360930 -0.140439
H81 2.444952 3.354085 7.046462
H82 -0.032477 4.661618 4.271602
H83 5.199463 2.410566 5.093211
H84 -0.669068 3.340105 5.368363
C36 -2.155803 -5.165879 -1.984487
H85 0.810222 -1.863053 0.161148
H86 3.429012 2.010290 1.695761
C37 4.978249 0.858532 -1.085228
H87 0.322364 0.055370 2.377066
H88 -5.329336 1.822395 0.195123
C38 6.567810 4.047578 -2.546209
C39 5.393516 3.048654 -2.314005
H89 3.592796 4.264815 -2.436727
H90 6.160218 2.705360 -0.413867
H91 6.398782 -3.099608 0.372516
H92 -3.845464 -3.524702 0.830325
O7 1.014702 2.744104 1.155177
H93 1.503423 -3.980826 -5.196313
H94 2.432337 -1.372191 1.894124
H95 -4.406348 -3.032445 2.496005
H96 -5.137687 -6.925012 4.407900
H97 2.738325 -3.456600 1.290517
C40 -5.133994 2.435452 2.998671
H98 -0.633880 -4.994857 2.459867
H99 5.370930 3.205944 -5.167622
H100 -5.030517 -6.011156 1.896706
C41 -3.082819 -6.450639 3.897397
H101 2.181422 0.605948 -2.768002
H102 -2.112000 1.468819 -2.379266
O8 4.617468 3.128405 -4.533714
H103 2.726150 0.643001 3.213143
C42 1.387690 3.080641 5.016547
C43 -4.725874 1.177927 0.790926
C44 1.508225 -4.586077 -2.541458
C45 -2.415236 5.254674 1.655097
H104 0.791349 4.000744 6.796822
H105 2.243297 4.753081 6.064616
C46 0.674212 -0.846474 0.431597
H106 2.121049 -5.196444 -3.217275
H107 -2.833724 6.224233 2.016699
C47 -4.324151 2.296193 -5.519393
O9 2.407099 4.552825 3.474717
C48 1.053325 -3.195501 -4.607660
H108 0.179404 -1.947159 -2.409368
H109 2.384126 4.220944 0.429645
H110 0.464948 -2.591122 -5.293879
C49 -4.033740 1.883107 2.123343
H111 -3.140339 -3.155499 4.447144
O10 -4.066781 -6.111473 1.828796
H112 -3.514823 -5.432474 5.726366
C50 0.525409 -0.885733 1.918063
C51 -1.915500 -7.298229 3.311689
H113 2.300320 1.688677 -4.012926
C52 -2.761415 -4.342932 2.611401
H114 -0.792521 3.154875 -0.689683
H115 -1.727839 5.479854 0.864295
H116 4.552755 4.639260 -1.028505
H117 -0.625820 0.039350 -3.664199
N5 -1.565056 2.264953 -4.809372
C53 -3.570048 -3.292463 1.870622
H118 0.718141 4.755547 0.693534
O11 -1.569267 -4.483836 -4.724418
H119 5.455940 0.152513 -0.409076
C54 -3.432908 3.428045 -5.956041
H120 0.570759 -7.173064 -2.432965
H121 -3.177326 0.045660 -2.729011
H122 -1.352606 -2.684940 -3.104122
C55 -1.331766 -0.051533 -4.570739
H123 4.082101 0.800647 -5.721165
H124 -0.380153 2.907732 3.725997
H125 -4.019214 0.732946 0.158836
C56 2.758881 1.002191 5.395640
H126 5.239795 -2.144319 -0.751025
C57 1.356546 3.957600 0.333834
C58 3.397527 1.121166 4.047431
C59 3.570162 2.611709 3.732638
O12 5.439132 -1.509353 1.168858
H127 -4.999449 5.652363 1.763476
N6 2.236877 3.235891 3.800853
H128 5.497250 -0.029941 -4.991820
H129 -6.264393 3.474785 1.518934
H130 -2.969704 4.166927 -0.835940
H131 2.787260 2.146656 -2.480457
H132 -1.171747 -4.321804 -5.593113
C60 4.466994 0.295859 -4.861662

Atoms 1-3, force components in eV/Å:
0.8996 -0.4689 0.2412
-0.2395 -0.5039 0.2073
0.0148 -0.0271 -0.8365

Calculated values
Relative energy (zero: lowest compared OMol25 entry of this formula, charge and spin) ... 293.6 kJ/mol
Highest occupied orbital energy ... -8.388 eV
SMILES ... CC1(C)CCCC(C)(C)N1O.CC1(C)CCCC(C)(C)N1O.CC1(C)CCCC(C)(C)N1O.CC1(C)CCCC(C)(C)N1O.CC1(C)CCCC(C)(C)N1O.CC1(C)CCCC(C)(C)N1O.OCCO.OCCO.OCCO
Total charge ... 0
Kohn-Sham gap ... 8.812 eV
Strongest force on any atom ... 4.1 eV/Å
LUMO level ... 0.42 eV